Molecular formula: C32H70BBr2NO8
Method: DFT, the ωB97M-V functional and the def2-TZVPD basis

Calculated total energy: -7090.5400 Ha
SMILES: CCCCCCCCC[C@H]1C[C@@](CB(O)O)(/C(Br)=C(\C)Br)C(=O)N1.CC(C)O.CC(C)O.CC(C)O.CC(C)O.CC(C)O
Orbital gap: 9.06 eV

Last column: Mulliken charge in e.
Atoms and positions in Å:
C1 6.9471 -3.0519 0.0303  -0.82
C2 6.8395 -1.4000 -0.1110  -0.37
C3 6.1584 -0.6937 1.2427  -0.50
C4 5.5889 0.7693 0.7292  -0.71
C5 3.9177 0.7973 0.7921  0.33
C6 3.5116 2.3525 1.1141  -0.78
C7 1.9431 2.5950 1.5223  -0.44
C8 1.3822 1.6477 2.7366  -0.22
C9 -0.1958 1.3403 2.4374  -0.74
C10 -0.6374 -0.2333 2.4906  0.24
C11 -1.3266 -0.6892 1.0364  -1.13
C12 -0.3238 -1.7889 0.2730  1.30
C13 -1.4773 -2.7798 -0.4235  -0.62
B1 -2.2528 -1.9746 -1.6707  0.50
O1 -1.8402 -2.2273 -3.0965  -0.37
O2 -3.3167 -0.9675 -1.4788  -0.53
C14 0.5554 -1.1003 -0.9418  0.03
Br1 0.2819 0.8145 -1.5910  -0.08
C15 1.6191 -1.8620 -1.6850  -0.05
C16 2.0193 -3.4258 -1.3989  -0.58
Br2 2.6781 -0.9351 -3.1605  -0.18
C17 0.4439 -2.3274 1.6239  -0.19
O3 1.0564 -3.4774 1.9148  -0.67
N1 0.3806 -1.3183 2.7546  0.02
H1 6.0056 -3.5588 -0.4684  0.14
H2 6.9963 -3.3701 1.1783  0.26
H3 7.9075 -3.3856 -0.5542  0.29
H4 7.8803 -0.8892 -0.2984  0.28
H5 6.1304 -1.0690 -1.0082  0.19
H6 5.3056 -1.3819 1.6547  0.27
H7 6.9623 -0.5723 2.1044  0.27
H8 5.9351 1.5554 1.5579  0.28
H9 5.9573 1.0828 -0.3367  0.38
H10 3.6286 0.0228 1.6202  0.08
H11 3.5409 0.3885 -0.2429  -0.14
H12 4.2264 2.8802 1.9054  0.32
H13 3.6901 2.9570 0.1002  0.21
H14 1.2843 2.5633 0.5477  0.10
H15 1.8731 3.7207 1.9133  0.30
H16 2.0492 0.7125 2.9552  0.20
H17 1.4166 2.3098 3.7281  0.18
H18 -0.5699 1.7648 1.3901  0.25
H19 -0.8424 1.9165 3.2544  0.35
H20 -1.5856 -0.2221 3.2162  0.22
H21 -1.7888 0.1732 0.3938  0.11
H22 -2.3147 -1.2205 1.4442  0.39
H23 -1.0243 -3.7665 -0.8606  0.16
H24 -2.3104 -3.1087 0.3554  0.36
H25 -1.6090 -1.2864 -3.4180  0.21
H26 -2.8883 -0.0632 -1.6484  0.11
H27 3.1659 -3.4514 -1.1504  0.04
H28 1.3359 -3.9836 -0.6301  0.25
H29 1.9035 -4.0120 -2.4324  0.25
H30 0.4029 -1.7255 3.7282  0.18
C18 -4.2624 1.4454 -3.9204  -0.67
C19 -5.1019 1.9542 -2.7595  0.41
C20 -6.0823 3.0247 -3.2117  -1.37
O4 -4.2440 2.4928 -1.7568  -0.54
H31 -3.6692 2.2553 -4.3596  0.35
H32 -3.5531 0.6844 -3.5778  -0.03
H33 -4.8926 1.0103 -4.7023  0.26
H34 -5.6501 1.1200 -2.3082  0.29
H35 -5.5535 3.8906 -3.6258  0.34
H36 -6.6711 3.3903 -2.3636  0.35
H37 -6.7670 2.6369 -3.9723  0.35
H38 -3.7532 3.2342 -2.1485  0.35
C21 2.5943 0.0137 7.3449  -1.28
C22 1.1238 -0.1876 7.6740  0.65
C23 0.7790 -1.6637 7.7911  -1.40
O5 0.3258 0.4040 6.6518  -0.43
H39 2.8481 -0.4496 6.3849  0.30
H40 2.8252 1.0803 7.2515  0.29
H41 3.2350 -0.4168 8.1208  0.39
H42 0.8836 0.3222 8.6134  0.26
H43 0.9684 -2.1866 6.8469  0.29
H44 -0.2851 -1.7937 8.0161  0.34
H45 1.3652 -2.1445 8.5804  0.40
H46 0.5324 -0.0424 5.8139  0.18
C24 0.2242 -4.8074 -6.1940  -0.98
C25 -0.9368 -4.4680 -7.1150  0.32
C26 -0.8926 -3.0115 -7.5490  -1.03
O6 -2.1657 -4.7222 -6.4391  -0.56
H47 0.1903 -4.2021 -5.2812  0.08
H48 0.1725 -5.8554 -5.8799  0.32
H49 1.1846 -4.6375 -6.6905  0.38
H50 -0.9082 -5.1162 -7.9976  0.30
H51 -0.9660 -2.3425 -6.6842  0.16
H52 -1.7409 -2.7785 -8.2014  0.28
H53 0.0344 -2.7877 -8.0861  0.39
H54 -2.1999 -4.1510 -5.6538  0.35
C27 0.6244 4.8490 10.0704  -1.44
C28 0.6381 3.6149 9.1826  0.58
C29 -0.1497 3.8442 7.9027  -1.12
O7 0.0745 2.5155 9.8935  -0.54
H55 -0.3983 5.1065 10.3679  0.35
H56 1.1849 4.6653 10.9934  0.35
H57 1.0662 5.7091 9.5577  0.37
H58 1.6721 3.3502 8.9361  0.22
H59 -1.1999 4.0661 8.1233  0.33
H60 -0.1415 2.9437 7.2792  0.19
H61 0.2688 4.6741 7.3248  0.35
H62 -0.8437 2.7416 10.1166  0.34
C30 -5.4550 1.9501 -9.6037  -1.32
C31 -4.5902 1.7296 -8.3730  0.38
C32 -4.1219 0.2864 -8.2760  -1.16
O8 -5.3364 2.0634 -7.2055  -0.50
H63 -6.3545 1.3253 -9.5677  0.34
H64 -5.7949 2.9901 -9.6539  0.32
H65 -4.9042 1.7169 -10.5203  0.37
H66 -3.7220 2.3967 -8.4089  0.25
H67 -4.9741 -0.3974 -8.1929  0.32
H68 -3.5107 0.1396 -7.3790  0.25
H69 -3.5310 0.0033 -9.1527  0.41
H70 -6.1093 1.4761 -7.1653  0.33